ORCA calculation (ωB97M-V/def2-TZVPD) on a cluster of 2 separate species, C28H41N4O3 in total at a distorted geometry.

Summary:
E_LUMO	-4.5	eV
net charge	+1
spin multiplicity	1
ΔE to the lowest compared entry with this formula, charge and spin	0.0	kcal/mol

Cartesian coordinates (Å):
C (3.22, -3.30, -3.47)
N (2.12, -2.45, -3.06)
C (1.15, -2.07, -3.95)
O (1.15, -2.34, -5.15)
C (0.11, -1.27, -3.18)
C (-1.23, -2.00, -3.09)
C (-1.89, -2.13, -4.45)
C (-2.45, -0.99, -5.05)
C (-2.97, -1.08, -6.34)
C (-2.94, -2.30, -7.02)
C (-2.43, -3.44, -6.40)
C (-1.93, -3.36, -5.10)
N (0.76, -1.08, -1.88)
C (0.13, -0.38, -0.90)
C (0.67, -0.16, 0.36)
C (0.11, 0.56, 1.42)
C (0.81, 0.76, 2.67)
C (0.30, 1.58, 3.72)
C (0.94, 1.68, 4.94)
C (2.17, 1.03, 5.17)
N (2.80, 1.13, 6.41)
C (2.59, 0.15, 7.46)
C (3.96, 1.97, 6.62)
C (2.74, 0.29, 4.11)
C (2.07, 0.15, 2.91)
C (2.01, -1.87, -1.73)
C (1.88, -2.98, -0.68)
C (3.24, -1.00, -1.46)
H (3.04, -3.65, -4.49)
H (4.17, -2.76, -3.45)
H (3.29, -4.16, -2.81)
H (-0.02, -0.29, -3.68)
H (-1.03, -3.00, -2.67)
H (-1.88, -1.45, -2.39)
H (-2.44, -0.04, -4.50)
H (-3.39, -0.19, -6.81)
H (-3.33, -2.36, -8.04)
H (-2.42, -4.40, -6.92)
H (-1.51, -4.24, -4.60)
H (-0.85, 0.02, -1.16)
H (1.65, -0.60, 0.54)
H (-0.90, 0.94, 1.32)
H (-0.61, 2.15, 3.56)
H (0.51, 2.27, 5.75)
H (1.70, -0.45, 7.22)
H (3.46, -0.52, 7.56)
H (2.44, 0.66, 8.42)
H (4.04, 2.70, 5.81)
H (3.86, 2.50, 7.58)
H (4.89, 1.38, 6.67)
H (3.71, -0.20, 4.27)
H (2.55, -0.46, 2.14)
H (1.11, -3.70, -1.00)
H (2.84, -3.50, -0.57)
H (1.59, -2.57, 0.29)
H (3.49, -0.43, -2.37)
H (3.07, -0.29, -0.65)
H (4.09, -1.64, -1.19)
O (-4.89, 2.63, 1.91)
C (-3.93, 3.42, 2.61)
C (-2.56, 2.90, 2.23)
N (-2.50, 2.25, 0.95)
C (-1.87, 2.91, -0.17)
C (-2.81, 3.14, -1.33)
O (-3.85, 2.17, -1.24)
H (-5.78, 2.88, 2.22)
H (-4.03, 4.48, 2.35)
H (-4.07, 3.26, 3.69)
H (-1.78, 3.68, 2.28)
H (-2.32, 2.11, 2.95)
H (-3.39, 1.81, 0.70)
H (-1.38, 3.84, 0.16)
H (-1.08, 2.23, -0.50)
H (-3.22, 4.16, -1.29)
H (-2.26, 2.99, -2.27)
H (-4.49, 2.34, -1.95)

***

ORCA calculation (ωB97M-V/def2-TZVPD) on a structure of composition C2H8LiO6S at a distorted geometry.

Summary:
E_LUMO	1.6	eV
net charge	-1
spin multiplicity	1
ΔE to the lowest compared entry with this formula, charge and spin	32.9	kcal/mol

Cartesian coordinates (Å):
Li (31.45, -18.49, 40.79)
S (31.52, -20.38, 38.20)
O (31.63, -19.48, 39.26)
O (30.43, -21.31, 38.34)
O (31.28, -19.70, 36.89)
O (32.72, -21.10, 37.99)
C (30.91, -15.70, 40.41)
O (30.39, -16.72, 41.23)
H (31.87, -15.53, 40.71)
H (30.40, -14.91, 40.77)
H (30.89, -15.85, 39.28)
H (29.48, -16.46, 41.53)
C (33.33, -20.04, 42.53)
O (32.49, -18.92, 42.65)
H (32.76, -20.72, 42.38)
H (34.01, -20.14, 43.45)
H (33.89, -20.01, 41.53)
H (32.55, -18.37, 43.64)

***

ORCA calculation (ωB97M-V/def2-TZVPD) on the molecule C19H30N4O.

Summary:
E_LUMO	0.8	eV
net charge	0
spin multiplicity	1
SMILES	CC(C)Cn1c(CN2CCN(C)[C@H](CCO)C2)nc2ccccc21
ΔE to the lowest compared entry with this formula, charge and spin	0.0	kcal/mol

Cartesian coordinates (Å):
C (-2.53, -1.69, -1.90)
H (-3.61, -1.81, -1.94)
H (-2.10, -2.16, -2.78)
C (-1.97, -2.34, -0.64)
C (-2.31, -3.82, -0.59)
H (-1.88, -4.29, 0.29)
H (-3.39, -3.97, -0.57)
H (-1.91, -4.33, -1.47)
H (-0.88, -2.22, -0.63)
C (-2.52, -1.65, 0.62)
N (-2.15, -0.26, 0.70)
C (-0.94, 0.26, 1.08)
N (-0.91, 1.57, 1.03)
C (-2.15, 1.96, 0.60)
C (-2.66, 3.23, 0.37)
C (-3.96, 3.33, -0.07)
C (-4.75, 2.19, -0.27)
C (-4.26, 0.92, -0.05)
C (-2.95, 0.81, 0.38)
H (-4.88, 0.05, -0.22)
H (-5.77, 2.31, -0.62)
H (-4.39, 4.30, -0.26)
H (-2.05, 4.10, 0.53)
C (0.22, -0.56, 1.50)
N (0.87, -1.21, 0.37)
C (2.00, -2.03, 0.77)
C (3.26, -1.21, 1.07)
N (3.60, -0.45, -0.12)
C (4.93, 0.13, -0.06)
H (5.10, 0.71, -0.97)
H (5.09, 0.78, 0.81)
H (5.66, -0.68, -0.02)
C (2.55, 0.46, -0.55)
C (1.26, -0.35, -0.74)
H (1.41, -1.02, -1.60)
H (0.44, 0.33, -0.97)
C (2.34, 1.73, 0.32)
H (1.33, 1.77, 0.71)
H (3.03, 1.72, 1.17)
C (2.56, 3.01, -0.48)
O (3.84, 3.12, -1.05)
H (4.49, 3.07, -0.34)
H (1.86, 3.05, -1.32)
H (2.36, 3.88, 0.17)
H (2.86, 0.81, -1.55)
H (3.09, -0.57, 1.95)
H (4.09, -1.88, 1.29)
H (2.22, -2.70, -0.07)
H (1.72, -2.63, 1.63)
H (-0.13, -1.37, 2.16)
H (0.89, 0.09, 2.09)
H (-3.61, -1.70, 0.63)
H (-2.14, -2.17, 1.51)
H (-2.30, -0.63, -1.93)

***

ORCA calculation (ωB97M-V/def2-TZVPD) on the molecule C3H2ClNO at a distorted geometry.

Summary:
E_LUMO (alpha / beta)	-1.1 / -1.1	eV
net charge	0
spin multiplicity	1
SMILES	O=C(Cl)C1=NC1
ΔE to the lowest compared entry with this formula, charge and spin	90.0	kcal/mol

Cartesian coordinates (Å):
C (-0.39, 0.15, 0.92)
C (-1.24, -0.41, -0.04)
C (1.24, 0.12, -0.01)
N (0.75, 0.67, 1.21)
O (-1.41, -1.52, -0.49)
Cl (-2.10, 1.14, -0.69)
H (1.99, -0.68, 0.06)
H (1.16, 0.55, -0.96)

***

ORCA calculation (ωB97M-V/def2-TZVPD) on a structure of composition CNO8P2 at a distorted geometry.

Summary:
E_LUMO	2.2	eV
net charge	-1
spin multiplicity	1
ΔE to the lowest compared entry with this formula, charge and spin	30.0	kcal/mol

Cartesian coordinates (Å):
C (-1.42, 1.38, 0.29)
N (2.82, -0.07, 0.28)
O (-2.45, 0.33, 0.48)
O (3.54, 0.67, 0.84)
O (-1.51, 2.24, 1.09)
O (3.11, -0.80, -0.66)
O (-3.27, -1.84, 0.12)
O (0.63, -1.38, -1.51)
O (-0.71, 1.18, -0.69)
O (1.53, 0.07, 0.57)
P (-2.38, -0.87, -0.55)
P (0.11, -0.90, -0.26)

***

ORCA calculation (ωB97M-V/def2-TZVPD) on a structure of composition C7H9N3O4S at a distorted geometry.

Summary:
E_LUMO	0.2	eV
net charge	0
spin multiplicity	1
ΔE to the lowest compared entry with this formula, charge and spin	53.6	kcal/mol

Cartesian coordinates (Å):
C (2.92, 0.01, -0.62)
C (2.53, 1.10, 1.25)
C (4.04, 0.10, 0.12)
C (0.08, -1.20, -0.42)
C (-0.30, 1.55, 0.57)
C (-1.79, -2.56, -0.21)
C (0.62, 0.73, -0.35)
N (3.73, 0.67, 1.35)
N (1.97, 0.70, 0.01)
N (5.33, -0.36, -0.22)
O (0.96, -2.01, -0.51)
O (5.54, -0.83, -1.32)
O (6.12, -0.29, 0.68)
O (-1.18, -1.22, -0.30)
S (0.27, 1.12, -2.13)
H (2.60, -0.45, -1.55)
H (1.88, 1.66, 1.83)
H (-1.38, 1.21, 0.32)
H (-0.33, 2.54, 0.37)
H (0.04, 1.34, 1.53)
H (-2.79, -2.20, -0.21)
H (-1.51, -3.25, 0.69)
H (-1.67, -3.05, -1.06)
H (1.29, 1.95, -2.34)

***

ORCA calculation (ωB97M-V/def2-TZVPD) on a structure of composition C33H35N6P2Pd.

Summary:
E_LUMO	2.7	eV
net charge	-1
spin multiplicity	1
ΔE to the lowest compared entry with this formula, charge and spin	0.0	kcal/mol

Cartesian coordinates (Å):
Pd (-0.96, -0.68, 1.04)
C (1.33, -3.31, -2.63)
N (1.92, -2.30, -1.77)
C (2.56, -1.19, -2.26)
C (3.02, -0.51, -1.17)
N (2.67, -1.17, -0.03)
C (1.98, -2.23, -0.42)
P (1.45, -3.42, 0.87)
C (-0.31, -3.73, 0.55)
N (-0.80, -3.89, -0.66)
C (-2.07, -4.36, -0.49)
C (-2.34, -4.50, 0.84)
N (-1.20, -4.14, 1.50)
C (-1.07, -4.09, 2.94)
C (1.38, -2.21, 2.22)
N (0.37, -1.41, 2.54)
C (0.78, -0.71, 3.65)
C (2.05, -1.08, 3.99)
N (2.42, -2.04, 3.09)
C (3.75, -2.58, 2.93)
H (1.92, -3.36, -3.55)
H (0.30, -3.07, -2.86)
H (1.36, -4.28, -2.14)
H (2.58, -0.97, -3.31)
H (3.55, 0.43, -1.14)
H (-2.73, -4.53, -1.33)
H (-3.23, -4.80, 1.37)
H (-1.72, -4.84, 3.37)
H (-1.34, -3.10, 3.30)
H (-0.04, -4.30, 3.23)
H (0.13, 0.01, 4.11)
H (2.71, -0.73, 4.76)
H (4.31, -2.43, 3.85)
H (4.26, -2.08, 2.10)
H (3.70, -3.65, 2.72)
C (2.18, 1.79, 1.51)
C (1.91, 2.76, 0.39)
C (2.83, 3.79, 0.16)
C (2.62, 4.75, -0.82)
C (1.46, 4.71, -1.58)
C (0.54, 3.70, -1.36)
C (0.75, 2.70, -0.40)
P (-0.49, 1.33, -0.10)
C (-1.86, 2.50, 0.38)
C (-1.78, 2.88, 1.72)
C (-2.66, 3.77, 2.30)
C (-3.69, 4.29, 1.53)
C (-3.81, 3.91, 0.20)
C (-2.91, 3.03, -0.40)
C (-3.14, 2.68, -1.84)
C (-0.80, 0.68, -1.77)
C (-0.07, 0.95, -2.91)
C (-0.20, 0.18, -4.06)
C (-1.08, -0.91, -4.03)
C (-1.83, -1.19, -2.90)
C (-1.74, -0.39, -1.74)
C (-2.52, -0.64, -0.55)
H (3.19, 1.94, 1.90)
H (2.07, 0.76, 1.19)
H (1.47, 1.94, 2.33)
H (3.73, 3.83, 0.77)
H (3.35, 5.54, -0.97)
H (1.27, 5.47, -2.33)
H (-0.37, 3.67, -1.95)
H (-0.99, 2.44, 2.32)
H (-2.56, 4.04, 3.34)
H (-4.41, 4.98, 1.96)
H (-4.62, 4.31, -0.40)
H (-3.95, 3.29, -2.25)
H (-3.42, 1.63, -1.94)
H (-2.26, 2.82, -2.46)
H (0.66, 1.76, -2.91)
H (0.38, 0.40, -4.94)
H (-1.18, -1.54, -4.91)
H (-2.51, -2.03, -2.90)
H (-3.16, -1.51, -0.62)
H (-3.07, 0.22, -0.17)

***

ORCA calculation (ωB97M-V/def2-TZVPD) on a structure of composition C41H34AuBrN5OS3.

Summary:
E_LUMO	-10.4	eV
net charge	+3
spin multiplicity	1
ΔE to the lowest compared entry with this formula, charge and spin	15.2	kcal/mol

Cartesian coordinates (Å):
Au (-0.42, -0.39, 0.42)
N (-1.10, -1.18, -1.21)
S (-0.94, -2.60, -1.78)
N (0.20, -2.78, -2.89)
S (1.69, -3.06, -2.54)
N (2.32, -2.28, -1.34)
S (2.35, -0.67, -1.17)
N (1.40, 0.00, -0.18)
C (3.96, -0.38, -0.52)
C (4.93, -1.37, -0.55)
C (6.20, -1.06, -0.08)
C (6.47, 0.21, 0.40)
C (5.49, 1.19, 0.42)
C (4.22, 0.91, -0.05)
C (2.33, 0.10, -2.75)
C (1.13, 0.63, -3.19)
C (1.10, 1.27, -4.43)
C (2.26, 1.38, -5.18)
C (3.46, 0.85, -4.71)
C (3.51, 0.20, -3.49)
C (2.51, -2.85, -4.08)
C (3.84, -3.24, -4.12)
C (4.53, -3.10, -5.31)
C (3.88, -2.59, -6.43)
C (2.54, -2.20, -6.36)
C (1.84, -2.33, -5.18)
C (1.98, -4.74, -2.10)
C (2.59, -5.10, -0.91)
C (2.80, -6.45, -0.66)
C (2.40, -7.40, -1.59)
C (1.79, -7.02, -2.78)
C (1.57, -5.68, -3.04)
C (-0.81, -3.94, -0.62)
C (-0.18, -3.77, 0.60)
C (-0.09, -4.84, 1.47)
C (-0.62, -6.08, 1.11)
C (-1.23, -6.24, -0.13)
C (-1.34, -5.17, -1.00)
C (-2.41, -2.87, -2.70)
C (-2.36, -3.30, -4.02)
C (-3.55, -3.52, -4.68)
C (-4.76, -3.32, -4.03)
C (-4.79, -2.90, -2.71)
C (-3.61, -2.67, -2.02)
H (4.71, -2.36, -0.92)
H (6.97, -1.81, -0.09)
H (7.47, 0.45, 0.76)
H (5.71, 2.19, 0.79)
H (3.44, 1.66, -0.04)
H (0.24, 0.56, -2.58)
H (0.17, 1.70, -4.79)
H (2.24, 1.89, -6.13)
H (4.36, 0.95, -5.30)
H (4.44, -0.19, -3.11)
H (4.33, -3.66, -3.25)
H (5.56, -3.40, -5.38)
H (4.41, -2.50, -7.36)
H (2.05, -1.81, -7.24)
H (0.80, -2.03, -5.11)
H (2.90, -4.34, -0.20)
H (3.29, -6.75, 0.26)
H (2.58, -8.45, -1.39)
H (1.49, -7.77, -3.50)
H (1.11, -5.37, -3.97)
H (0.27, -2.82, 0.87)
H (0.40, -4.72, 2.43)
H (-0.55, -6.91, 1.79)
H (-1.65, -7.20, -0.40)
H (-1.84, -5.30, -1.95)
H (-1.41, -3.46, -4.51)
H (-3.54, -3.85, -5.71)
H (-5.69, -3.49, -4.56)
H (-5.74, -2.74, -2.21)
H (-3.63, -2.33, -1.00)
O (-0.16, 2.87, 5.64)
C (-0.14, 2.14, 4.55)
C (0.60, 0.95, 4.40)
C (0.53, 0.28, 3.22)
N (-0.23, 0.69, 2.18)
C (-0.93, 1.83, 2.33)
Br (-1.98, 2.36, 0.86)
C (-0.92, 2.58, 3.47)
H (0.40, 2.52, 6.35)
H (1.22, 0.57, 5.21)
H (1.10, -0.63, 3.06)
H (-1.50, 3.48, 3.56)